No. 1
# C3H9N

A molecular structure, C3H9N (ωB97M-V/def2-TZVPD, OMol25).

```
13
Properties=species:S:1:pos:R:3:forces:R:3
C 2.1728 -0.4773 -1.4898 0.386 -0.470 -0.432
N 0.3860 1.5078 0.3837 0.406 -0.116 -1.183
C -0.1793 1.8217 1.5442 -0.857 0.424 1.159
C -0.1222 0.2949 0.3449 0.268 0.089 0.411
H 2.1841 0.0773 -0.5608 0.143 -0.196 0.181
H 1.6536 -1.4339 -1.4186 -0.383 0.300 0.199
H 1.7145 0.1654 -2.2394 0.016 -0.189 -0.088
H -0.8517 2.6794 1.5592 0.069 -0.001 -0.040
H 3.1837 -0.7716 -1.7883 0.026 0.470 0.027
H -0.0333 1.3471 2.5112 0.241 -0.362 -0.334
H -4.7346 -2.1674 0.0225 -0.323 -0.436 -0.139
H -5.1752 -2.7557 -0.1602 0.325 0.437 0.138
H -0.1986 -0.2877 1.2913 -0.317 0.051 0.100
```
Positions in Å, forces in eV/Å.

Summary:
* spin multiplicity: 1
* charge: 0
* energy relative to the best compared isomer or geometry (same formula, charge and spin): 589.86 kJ/mol
* electronic energy: -174.22838 a.u.
* maximum force: 1.503 eV/Å
* gap between HOMO and LUMO: 8.50 eV


No. 2
# C3H9N

2 unconnected molecules or ions with the total composition C3H9N (ωB97M-V/def2-TZVPD, OMol25).

```
13
Properties=species:S:1:pos:R:3:forces:R:3
C 2.3388 -0.0329 -0.8072 -0.022 -0.018 0.647
H 2.9160 -0.6229 -1.5149 -0.166 0.384 -0.453
H 1.8262 0.8576 -1.1794 0.284 -0.283 -0.486
H 1.5665 -0.6916 -0.4009 0.207 0.140 0.203
H 3.0456 0.3065 -0.0409 -0.291 -0.215 0.085
C -1.0614 0.9545 0.4176 -0.700 -0.020 0.096
C -1.8854 -1.2088 0.4756 -0.024 0.565 -0.027
N -1.1907 -0.3782 -0.1711 0.243 -0.100 0.420
H -0.8720 1.6572 -0.3786 0.154 0.290 -0.141
H -1.9844 1.2529 0.9297 -0.050 0.003 -0.089
H -0.2832 1.0447 1.1726 0.366 -0.327 -0.192
H -2.0302 -2.2038 0.0837 0.018 -0.260 -0.044
H -2.3858 -0.9351 1.4140 -0.020 -0.158 -0.018
```
Positions in Å, forces in eV/Å.

Summary:
* spin multiplicity: 1
* charge: 0
* energy relative to the best compared isomer or geometry (same formula, charge and spin): 114.83 kJ/mol
* electronic energy: -174.40931 a.u.
* maximum force: 0.707 eV/Å
* gap between HOMO and LUMO: 10.96 eV
* SMILES string: C=NC.C


No. 3
# C3H9N

2 unconnected molecules or ions with the total composition C3H9N (ωB97M-V/def2-TZVPD, OMol25).

```
13
Properties=species:S:1:pos:R:3:forces:R:3
C 2.1681 -0.7266 1.6363 -1.997 -1.186 -1.811
C 0.9390 0.0790 1.0337 0.545 -0.212 -1.025
H 2.2584 -1.7368 1.0574 0.396 1.970 1.022
H 2.0061 -0.9628 2.6801 -0.244 -0.144 0.175
H 3.0203 -0.0788 1.6026 0.759 -0.086 -0.335
H 0.0430 -0.5028 0.6964 1.043 0.159 0.256
H 0.5755 0.7579 1.7503 -0.585 0.723 1.330
H 1.2126 0.8121 0.2206 0.072 -1.223 0.379
C -2.0842 0.7005 -2.2082 -2.531 -0.620 1.329
N -3.2901 0.5908 -1.7605 0.222 -1.507 -2.279
H -1.7471 1.6901 -2.3899 1.017 0.693 0.247
H -1.5184 -0.2044 -2.3057 0.827 -0.097 -0.891
H -3.5831 -0.4181 -2.0132 0.477 1.529 1.604
```
Positions in Å, forces in eV/Å.

Summary:
* spin multiplicity: 1
* charge: 0
* energy relative to the best compared isomer or geometry (same formula, charge and spin): 177.15 kJ/mol
* electronic energy: -174.38557 a.u.
* maximum force: 2.945 eV/Å
* gap between HOMO and LUMO: 11.12 eV
* SMILES string: C=N.CC


No. 4
# C3H9N2

A gas-phase ion, C3H9N2 (charge +1) (ωB97M-V/def2-TZVPD, OMol25).

```
14
Properties=species:S:1:pos:R:3:forces:R:3
C -0.7058 -0.3435 -0.7305 -0.160 0.211 -0.311
N -2.0805 -0.0393 -0.8510 0.409 0.109 0.107
H -0.1316 0.1453 -1.5191 0.090 -0.246 0.128
H -0.4934 -1.4077 -0.6782 0.244 0.027 0.082
H -2.7077 -0.7764 -0.5736 -0.212 0.083 -0.338
H -2.3120 0.4566 -1.7008 -0.308 -0.260 0.209
C 2.1772 -0.3028 0.6171 -0.506 0.269 0.196
C 1.2358 0.6054 0.7608 -0.422 -0.318 -0.502
N -0.2059 0.3082 0.5741 -0.105 0.326 0.551
H 3.1779 0.0656 0.7443 0.394 -0.327 -0.040
H 1.9653 -1.3476 0.4203 0.216 0.078 -0.024
H 1.4037 1.6490 0.9430 0.164 0.219 0.119
H -0.5848 -0.1919 1.3813 0.139 -0.334 -0.045
H -0.7381 1.1791 0.6123 0.057 0.163 -0.132
```
Positions in Å, forces in eV/Å.

Summary:
* spin multiplicity: 1
* charge: +1
* energy relative to the best compared isomer or geometry (same formula, charge and spin): 131.94 kJ/mol
* electronic energy: -228.93655 a.u.
* maximum force: 0.728 eV/Å
* gap between HOMO and LUMO: 11.49 eV
* SMILES string: C=C[NH2+]CN


No. 5
# C3H9N2

A molecular structure, C3H9N2 (ωB97M-V/def2-TZVPD, OMol25).

```
14
Properties=species:S:1:pos:R:3:forces:R:3
C 1.3381 -0.9463 1.4035 1.243 -0.302 1.394
C 0.9714 -0.3291 0.3006 2.509 -0.085 -0.418
C -0.2814 -0.3792 -0.4572 0.110 -0.165 -3.682
N -1.5034 -0.5919 0.1140 0.412 -0.513 0.322
N -0.2328 1.3386 -0.9693 -0.383 -0.693 -0.189
H 2.4359 -0.9677 1.7010 -1.663 0.277 -0.368
H 0.6772 -1.4355 2.1138 -0.084 -0.203 -0.343
H 1.8674 0.1715 -0.2220 -1.569 -0.912 0.358
H 0.0001 -0.9578 -1.6305 -1.302 1.832 3.595
H -1.6150 -0.8554 1.0970 0.338 0.337 -0.660
H -2.2745 -0.8310 -0.4850 0.005 -0.216 0.014
H 0.7245 1.4710 -0.6337 -0.655 1.202 -0.153
H -0.2922 1.5276 -1.9724 0.062 -0.180 0.167
H -0.9902 1.8684 -0.4953 0.978 -0.379 -0.037
```
Positions in Å, forces in eV/Å.

Summary:
* spin multiplicity: 1
* charge: +1
* energy relative to the best compared isomer or geometry (same formula, charge and spin): 240.58 kJ/mol
* electronic energy: -228.89518 a.u.
* maximum force: 4.239 eV/Å
* gap between HOMO and LUMO: 11.14 eV


No. 6
# C3H9N2

2 unconnected molecules or ions with the total composition C3H9N2 (ωB97M-V/def2-TZVPD, OMol25).

```
14
Properties=species:S:1:pos:R:3:forces:R:3
C 0.4965 0.3520 0.0452 0.625 0.137 0.080
C 1.5669 -0.3726 -0.1297 -0.248 -0.156 -0.078
C -2.9249 -0.4524 0.1404 -1.089 -1.273 -0.024
N -2.2515 0.7360 -0.0422 1.771 1.440 -0.092
N 2.9730 0.1732 0.1041 -0.676 -0.026 -0.126
H -2.2066 1.0148 -1.0231 -0.220 -0.209 -0.113
H 0.3675 1.3589 0.3763 -0.362 0.383 0.113
H 1.5911 -1.3986 -0.4597 0.079 -0.117 -0.055
H -2.6683 -1.2548 -0.5705 0.068 0.081 0.163
H -2.8295 -0.7823 1.1755 -0.108 -0.173 -0.130
H -3.9971 -0.2631 -0.0713 0.056 -0.075 0.162
H 3.4567 0.2679 -0.7980 -0.014 0.048 0.248
H 3.5078 -0.4736 0.6950 -0.038 0.212 -0.036
H 2.9183 1.0947 0.5579 0.155 -0.270 -0.112
```
Positions in Å, forces in eV/Å.

Summary:
* spin multiplicity: 1
* charge: +1
* energy relative to the best compared isomer or geometry (same formula, charge and spin): 589.57 kJ/mol
* electronic energy: -228.76225 a.u.
* maximum force: 2.285 eV/Å
* gap between HOMO and LUMO (alpha / beta): 9.39 / 7.37 eV


No. 7
# C3H9N2O

A gas-phase ion, C3H9N2O (charge -1) (ωB97M-V/def2-TZVPD, OMol25).

```
15
Properties=species:S:1:pos:R:3:forces:R:3
C 0.3434 0.6543 -0.7890 -0.755 -0.912 -1.551
N -0.9479 0.6769 -0.1157 -0.607 -0.413 -0.108
C -1.5534 -0.9093 0.1933 0.699 1.853 0.260
O -1.1171 -1.8305 -0.5707 0.368 -0.514 -0.077
C 1.3709 0.1007 0.1409 1.085 0.768 1.842
N 1.8969 1.2461 0.9709 -0.092 0.176 -1.456
H 0.3146 0.0316 -1.7067 -0.050 -0.356 0.385
H 0.6266 1.6204 -1.2343 0.068 0.235 0.659
H -1.6501 0.9294 -0.8012 0.145 0.457 -0.194
H -1.3185 -0.8417 1.2898 0.077 -0.831 -0.084
H -2.6203 -0.6498 0.0909 -0.528 0.122 0.097
H 0.8817 -0.5878 0.8295 -0.046 -0.411 -0.415
H 2.2218 -0.3922 -0.3296 -0.125 -0.019 -0.241
H 1.0749 1.8169 1.1093 0.093 0.182 0.636
H 2.3713 1.0238 1.8285 -0.331 -0.336 0.246
```
Positions in Å, forces in eV/Å.

Summary:
* spin multiplicity: 1
* charge: -1
* energy relative to the best compared isomer or geometry (same formula, charge and spin): 128.28 kJ/mol
* electronic energy: -304.41709 a.u.
* maximum force: 2.272 eV/Å
* gap between HOMO and LUMO: 7.48 eV
* SMILES string: NCCNC[O-]


No. 8
# C3H9N2O

A gas-phase ion, C3H9N2O (charge -1) (ωB97M-V/def2-TZVPD, OMol25).

```
15
Properties=species:S:1:pos:R:3:forces:R:3
C 0.6675 -0.3872 0.1685 -2.693 3.054 -0.995
N -0.8255 -0.6736 -0.0964 1.438 -2.551 0.267
C -1.6002 0.0702 1.0219 1.951 1.269 -1.605
O -0.9385 0.0838 2.1121 0.420 0.039 3.077
C 1.1466 0.7341 -0.8003 0.570 -2.752 -1.095
N 1.4857 0.1808 -2.1682 -0.541 -1.153 -0.116
H 0.7297 0.0546 1.1493 -0.155 0.043 0.655
H 1.1691 -1.2867 0.2558 1.590 -1.696 -0.694
H -0.8905 -1.7543 0.1085 -0.143 2.688 -0.256
H -1.6600 1.1222 0.5758 -0.585 -0.385 -0.203
H -2.5559 -0.3747 1.0814 -1.828 -0.760 -0.405
H 0.4968 1.5867 -0.7619 -0.927 0.075 -0.378
H 2.1030 1.1238 -0.6039 1.276 0.542 1.531
H 1.2022 -0.8152 -2.2611 0.066 1.057 0.490
H 1.0092 0.6201 -2.9289 -0.440 0.530 -0.273
```
Positions in Å, forces in eV/Å.

Summary:
* spin multiplicity: 1
* charge: -1
* energy relative to the best compared isomer or geometry (same formula, charge and spin): 185.04 kJ/mol
* electronic energy: -304.39547 a.u.
* maximum force: 4.191 eV/Å
* gap between HOMO and LUMO: 7.05 eV
* SMILES string: NCCNC[O-]


No. 9
# C3H9N2O

C3H9N2O in the gas phase (ωB97M-V/def2-TZVPD, OMol25).

```
15
Properties=species:S:1:pos:R:3:forces:R:3
N 2.2248 0.3618 0.3033 -0.246 1.555 -1.176
C 0.7498 0.1621 0.8535 0.045 -1.332 -1.513
C 0.1557 -0.6421 -0.1977 1.111 -1.329 -0.277
N -1.0647 -0.3890 -0.7323 -1.124 -1.145 -1.824
C -2.3363 0.2070 -0.4265 0.932 -0.884 3.061
O 0.8315 -1.6370 -0.7053 -1.035 1.720 1.081
H 2.8116 0.2494 1.1185 1.305 -0.485 0.175
H 2.3568 -0.2374 -0.5442 -0.016 -0.522 1.193
H 2.3159 1.3125 -0.0577 0.162 0.303 0.165
H 0.2839 1.0887 1.0442 -0.461 0.933 0.382
H 1.0338 -0.4086 1.7237 -0.128 -0.374 1.050
H -1.1947 -1.1597 -1.3828 0.003 0.305 -0.056
H -2.3197 1.2029 -0.1019 0.580 1.701 0.282
H -2.9173 0.1716 -1.2603 -1.494 -0.074 -2.538
H -2.9312 -0.2822 0.3655 0.366 -0.373 -0.006
```
Positions in Å, forces in eV/Å.

Summary:
* spin multiplicity: 2
* charge: 0
* energy relative to the best compared isomer or geometry (same formula, charge and spin): 216.78 kJ/mol
* electronic energy: -304.31716 a.u.
* maximum force: 3.319 eV/Å
* gap between HOMO and LUMO (alpha / beta): 4.76 / 9.41 eV


No. 10
# C3H9N2O

A gas-phase ion, C3H9N2O (charge +1) (ωB97M-V/def2-TZVPD, OMol25).

```
15
Properties=species:S:1:pos:R:3:forces:R:3
C -1.5094 0.1306 -0.1233 -1.107 -0.506 2.068
C 0.7074 1.3280 0.3513 1.844 -1.552 -2.194
C -0.0145 -0.0014 -0.2520 1.864 0.872 0.590
N 0.2571 -0.0322 -1.6701 1.105 0.231 -2.823
N 0.5572 -1.2533 0.5512 0.844 0.565 0.267
O 1.0630 -0.7182 -2.2704 -1.339 0.489 2.730
H -1.9751 -0.8456 0.0893 0.109 0.160 0.010
H -2.0085 0.4555 -1.0239 0.326 0.412 -0.285
H -1.7884 0.8077 0.7408 0.329 -0.710 -1.067
H 1.8531 1.3677 0.0792 -2.100 -0.522 0.728
H 0.3352 2.2390 -0.1709 -0.370 -0.728 1.050
H 0.5573 1.1310 1.4130 -0.030 1.185 0.044
H 0.6441 -1.0466 1.5830 0.405 0.064 -1.329
H -0.1844 -1.9496 0.5584 0.264 -0.619 -0.557
H 1.5058 -1.6125 0.1443 -2.145 0.660 0.766
```
Positions in Å, forces in eV/Å.

Summary:
* spin multiplicity: 1
* charge: +1
* energy relative to the best compared isomer or geometry (same formula, charge and spin): 441.83 kJ/mol
* electronic energy: -304.08207 a.u.
* maximum force: 3.259 eV/Å
* gap between HOMO and LUMO: 9.14 eV
* SMILES string: CC(C)([NH3+])N=O


Question: Which formula does entry 9 have?
Answer: C3H9N2O


Question: Which value of electronic energy does entry 2 give?
Answer: -174.40931 a.u.